(1)
# C56H67BN10O4P3Re

A structure of composition C56H67BN10O4P3Re at a distorted geometry (ωB97M-V/def2-TZVPD, the Open Molecules 2025 dataset).

Computed properties:
Charge ... +3
Spin multiplicity ... 4
<S²> ... 3.770
Energy relative to the best compared isomer or geometry (same formula, charge and spin) ... 66.8 kJ/mol
HOMO energy (alpha / beta) ... -14.213 / -14.216 eV
Frontier orbital gap (alpha / beta) ... 6.834 / 5.223 eV
Lowest unoccupied orbital energy (alpha / beta) ... -7.38 / -8.99 eV

Each line ends with the Mulliken spin population.
Element x y z (Å)
1 C -3.630 4.345 1.155  0.002
2 C -0.768 -2.398 -4.189  0.002
3 H -5.111 -0.180 3.820  0.000
4 C -0.341 -1.639 -6.591  0.001
5 H -5.530 -0.857 2.242  0.000
6 H -4.103 -3.186 -0.100  0.000
7 C -1.648 0.234 5.325  0.001
8 H -0.287 -7.084 -0.155  0.000
9 H -3.579 -2.861 1.560  0.000
10 H -3.090 -1.139 -1.956  -0.006
11 N 0.963 3.878 0.418  -0.017
12 Re 0.124 1.008 0.106  2.291
13 C 3.362 -1.305 3.296  0.003
14 H -5.895 -0.566 -0.058  0.000
15 N 1.640 2.837 -1.692  -0.042
16 H -0.395 -2.459 5.728  0.000
17 O -2.101 0.766 0.559  0.246
18 C 2.901 0.316 1.507  -0.006
19 H 2.066 6.426 -0.199  0.002
20 C 2.806 -3.638 3.125  0.004
21 N 2.811 2.240 0.425  -0.005
22 H 6.506 -0.544 -1.266  0.000
23 C -1.544 0.158 -2.689  0.163
24 N -0.944 0.467 4.058  -0.015
25 H 1.046 -2.510 -7.860  0.000
26 H -0.767 2.559 3.725  0.007
27 H -2.432 -3.168 -2.959  -0.001
28 C -4.227 -2.524 0.757  0.001
29 C -4.947 4.336 0.721  -0.002
30 H 1.572 -1.899 0.506  0.012
31 C 0.420 1.563 -2.992  -0.020
32 C -2.249 -1.121 -2.628  0.018
33 C 2.725 -1.042 2.077  -0.007
34 H -0.946 0.127 6.153  0.000
35 C 0.655 -3.560 -1.417  -0.007
36 C 0.652 5.132 0.758  0.034
37 N -4.154 0.758 2.177  0.003
38 P -3.088 -0.098 1.307  -0.037
39 H 1.088 -2.864 4.851  0.000
40 H 2.864 -4.647 3.514  0.000
41 H -4.541 2.706 -2.220  0.000
42 C 2.826 -1.577 -1.826  -0.003
43 H -0.335 -4.172 3.353  0.000
44 C -0.415 0.432 -3.354  0.033
45 B 2.191 3.388 -0.364  0.025
46 H 2.627 0.301 -2.869  -0.007
47 C 1.763 -2.493 -4.514  -0.001
48 H -4.946 -1.037 -1.466  0.000
49 C 2.091 -2.092 1.427  -0.003
50 H -6.310 3.737 -0.827  0.000
51 H 5.701 -2.733 -0.454  0.000
52 O -2.298 -1.056 2.353  -0.007
53 H -2.769 2.282 2.615  -0.003
54 H 1.626 -4.182 1.413  0.000
55 C 0.272 -2.149 4.921  0.000
56 H 4.972 0.964 -2.495  0.000
57 P 1.057 -1.896 -1.934  0.021
58 H 3.928 -2.777 4.741  0.000
59 H -3.627 1.620 4.028  0.000
60 C 5.475 -0.835 -1.429  0.000
61 H 4.558 4.261 1.381  0.003
62 H 2.017 -4.588 -2.746  0.000
63 H 3.353 -3.397 -0.805  0.000
64 C -0.713 5.179 0.992  0.000
65 H 2.975 4.259 -0.545  0.000
66 C 0.924 -5.949 -1.514  0.000
67 C -1.076 -3.378 3.265  0.001
68 C 4.072 1.020 1.739  0.013
69 C 1.951 3.174 -2.953  0.030
70 C -0.647 -4.977 0.033  0.000
71 C 3.700 -2.437 -1.164  -0.001
72 C 0.804 -2.269 -6.832  0.000
73 H -4.464 2.697 2.908  0.000
74 N 2.113 1.090 0.677  0.045
75 H -2.187 2.759 -1.451  -0.002
76 H 3.103 4.225 -4.387  0.000
77 H 1.405 -6.823 -1.933  0.000
78 H 5.312 3.512 -0.021  0.003
79 H -2.254 -0.669 5.253  0.000
80 N -3.884 -1.152 0.357  0.000
81 H -0.716 -3.393 -4.622  0.000
82 C -0.145 1.698 3.985  -0.006
83 H 2.667 -3.196 -6.229  0.000
84 C 3.982 2.223 1.056  0.038
85 H -1.917 -3.611 3.922  0.000
86 H -2.302 1.075 5.551  0.000
87 C -4.293 3.136 -1.257  0.004
88 C 5.023 -2.064 -0.969  0.000
89 C 2.124 -3.378 1.944  -0.006
90 P -0.842 -0.704 2.945  -0.025
91 C -4.901 -0.519 -0.510  0.003
92 C -2.641 3.718 0.404  0.013
93 C -1.213 3.914 0.721  0.031
94 H -1.805 -0.745 -5.289  0.000
95 C 4.979 3.329 1.001  -0.001
96 C 4.612 0.017 -2.111  -0.001
97 H -1.297 6.051 1.239  0.000
98 H 4.907 0.679 2.326  -0.001
99 H 3.912 4.032 -2.822  0.002
100 C -0.306 -3.709 -0.415  0.023
101 C 3.292 -0.352 -2.312  -0.014
102 H 1.117 7.166 1.094  0.000
103 H -1.424 -3.345 2.236  -0.001
104 C -3.721 1.906 2.979  -0.001
105 H -4.645 0.527 -0.683  -0.002
106 H 2.611 5.208 -3.007  0.003
107 H 0.642 1.594 3.241  -0.003
108 H 1.202 2.407 -4.881  0.001
109 N -0.451 -2.104 3.640  -0.003
110 C 1.628 6.257 0.786  -0.002
111 C 3.411 -2.591 3.808  -0.001
112 N -0.158 3.083 0.446  -0.032
113 H -6.179 0.715 2.725  0.000
114 H -1.926 0.919 -2.014  -0.176
115 H 2.622 -2.830 -3.947  0.000
116 C 1.269 -4.686 -1.969  -0.001
117 H 5.842 3.067 1.609  0.000
118 H -1.383 -5.098 0.819  0.000
119 H 0.319 1.888 4.953  0.000
120 C 1.797 -2.686 -5.833  0.001
121 H -5.264 -2.596 1.091  0.000
122 H 3.820 -0.497 3.854  0.000
123 N 0.697 1.855 -1.699  0.017
124 C -0.837 -1.235 -5.234  0.001
125 C 0.639 -1.835 -3.742  -0.004
126 H 0.695 -1.176 5.155  0.000
127 H -0.994 -1.421 -7.429  0.000
128 C -5.306 0.065 2.773  0.000
129 C 2.955 4.217 -3.310  -0.002
130 C -2.979 3.143 -0.820  -0.006
131 O 0.312 -0.884 -1.047  0.254
132 O 0.015 -0.243 1.791  0.163
133 C -1.868 -2.269 -3.185  0.017
134 H -3.375 4.834 2.089  0.000
135 C 0.198 -0.471 -4.382  -0.012
136 C -0.031 -6.096 -0.515  0.000
137 C -5.284 3.725 -0.480  0.004
138 H 2.443 6.063 1.485  0.002
139 H -5.713 4.821 1.314  0.000
140 H 0.985 0.027 -4.943  -0.001
141 C 1.203 2.370 -3.804  -0.002
142 H -0.776 -2.824 0.004  -0.042



(2)
# C39H29CoIN6O8S

A structure of composition C39H29CoIN6O8S at a distorted geometry (ωB97M-V/def2-TZVPD, the Open Molecules 2025 dataset).

Computed properties:
Charge ... +1
Spin multiplicity ... 1
Energy relative to the best compared isomer or geometry (same formula, charge and spin) ... 225.1 kJ/mol
HOMO energy (alpha / beta) ... -10.980 / -10.980 eV
Frontier orbital gap (alpha / beta) ... 6.697 / 6.708 eV
Lowest unoccupied orbital energy (alpha / beta) ... -4.28 / -4.27 eV

Each line ends with the Mulliken charge.
Element x y z (Å)
1 H 2.350 1.128 -1.682  0.613
2 Co 0.299 -0.046 -0.298  0.486
3 O 0.513 -0.320 1.524  1.035
4 H -2.690 -0.500 -0.353  0.184
5 C 3.716 -2.619 -1.053  -2.133
6 H 5.987 3.116 -0.644  0.437
7 C -0.716 -0.148 3.554  0.078
8 C -3.251 3.024 -1.267  -0.956
9 S 2.336 -1.989 -4.669  1.227
10 C -2.770 1.113 3.698  -1.005
11 H 3.712 3.178 -1.608  0.507
12 H -1.804 -2.002 -2.447  0.562
13 C -1.864 -3.435 -4.050  -1.414
14 H 0.658 -2.837 0.259  0.431
15 C 4.102 2.257 -1.196  -0.814
16 C -0.273 3.778 1.695  1.365
17 I -4.327 1.724 6.209  0.104
18 H -1.830 0.157 -2.363  0.138
19 C -1.461 4.580 1.677  -1.183
20 C 5.384 2.219 -0.665  -0.665
21 H -4.077 3.691 -1.455  0.610
22 H 4.293 -2.936 -0.180  0.563
23 C -2.491 -3.397 1.343  0.518
24 C 0.704 -2.676 -4.614  -0.239
25 O 1.820 -1.355 -0.528  -0.079
26 H 6.907 0.994 0.221  0.443
27 C -0.751 -0.349 4.930  -1.210
28 C -2.348 3.292 -0.220  0.965
29 O -3.930 5.683 1.853  -0.569
30 C 3.037 -1.325 -0.752  0.419
31 C 3.325 1.111 -1.219  0.105
32 C -1.732 0.582 2.950  0.768
33 C -2.785 0.912 5.073  -0.290
34 H -3.683 1.721 -2.907  0.535
35 H -1.584 5.383 2.390  0.569
36 C 1.916 2.145 1.499  -0.456
37 H 2.767 1.485 1.399  0.669
38 H 4.399 -2.498 -1.891  0.472
39 H -0.622 -4.476 1.526  0.418
40 C 0.433 -0.706 2.765  -0.155
41 C -2.247 -1.378 0.075  -0.424
42 O 0.444 -0.096 -2.148  -0.385
43 C -2.414 4.365 0.747  0.152
44 C -0.170 2.725 0.787  -0.101
45 C 1.897 3.152 2.474  -1.164
46 H -1.715 0.730 1.880  0.318
47 C 5.143 -0.129 -0.227  -0.520
48 N -3.228 -4.248 2.075  -0.451
49 C -1.122 -3.605 1.124  -0.791
50 C -3.035 1.930 -2.069  -1.236
51 C 0.142 -3.672 -5.381  -0.794
52 C -0.394 -2.688 0.420  -0.778
53 C -3.051 -2.253 0.754  -0.936
54 H 0.041 -0.922 5.390  0.542
55 H -4.206 -4.088 2.231  0.193
56 O 1.260 -1.439 3.268  -0.714
57 C 0.863 -0.943 -3.030  0.000
58 O 2.573 -1.359 -5.929  -0.686
59 N 0.911 1.943 0.667  -0.053
60 H 0.764 4.769 3.309  0.503
61 C -1.169 -4.034 -5.095  -0.483
62 C -1.984 1.056 -1.788  -0.219
63 H 5.555 -1.055 0.146  0.378
64 H -2.875 -3.752 -3.835  0.438
65 H 0.699 -4.156 -6.171  0.477
66 N -3.579 5.268 0.775  0.984
67 C -1.779 0.182 5.692  -0.453
68 N 2.066 -0.852 -3.501  -0.464
69 C 0.806 3.979 2.570  -1.027
70 H -2.806 -5.041 2.526  0.198
71 H -1.652 -4.801 -5.685  0.410
72 H -4.109 -2.044 0.840  0.436
73 N -1.138 1.277 -0.795  1.276
74 H -1.797 0.030 6.762  0.416
75 H 2.747 3.266 3.130  0.503
76 H 2.977 -3.380 -1.288  0.336
77 C -1.263 2.419 -0.086  -0.283
78 C 0.012 -2.035 -3.598  0.669
79 C -1.277 -2.434 -3.284  0.589
80 O -4.093 5.542 -0.291  -0.606
81 C 3.839 -0.086 -0.724  0.762
82 H -3.560 1.678 3.222  0.520
83 O 3.272 -2.950 -4.157  -0.646
84 C 5.905 1.026 -0.181  -0.816
85 N -0.922 -1.558 -0.108  1.881



(3)
# C21H29AuBrN5O2P2S

A structure of composition C21H29AuBrN5O2P2S at a distorted geometry (ωB97M-V/def2-TZVPD, the Open Molecules 2025 dataset).

Computed properties:
Charge ... +2
Spin multiplicity ... 3
<S²> ... 2.034
Energy relative to the best compared isomer or geometry (same formula, charge and spin) ... 0.0 kJ/mol
HOMO energy (alpha / beta) ... -12.922 / -13.694 eV
Frontier orbital gap (alpha / beta) ... 7.953 / 5.180 eV
Lowest unoccupied orbital energy (alpha / beta) ... -4.97 / -8.51 eV

Each line ends with the Mulliken spin population.
Element x y z (Å)
1 H 1.962 -5.634 -20.671  -0.004
2 H -2.115 -13.281 -15.697  0.011
3 C -2.418 -11.380 -13.504  0.016
4 C 0.835 -6.829 -22.067  0.168
5 H -1.466 -8.286 -11.681  0.001
6 C -1.260 -4.748 -13.500  0.009
7 N 0.297 -9.243 -17.333  0.086
8 C -3.659 -10.581 -16.024  0.024
9 H 0.208 -7.932 -11.652  0.000
10 N -1.105 -6.852 -14.665  0.016
11 O -1.587 -7.736 -17.861  0.024
12 Au -0.258 -9.305 -15.207  0.338
13 H -0.391 -9.277 -10.624  0.006
14 H -3.195 -3.856 -13.421  0.000
15 H -2.889 -7.509 -15.564  -0.004
16 N 1.197 -6.112 -23.124  0.287
17 C -1.483 -12.430 -16.039  0.021
18 C -3.200 -5.695 -14.550  0.005
19 C -0.504 -8.796 -11.587  -0.001
20 C -0.055 -8.257 -19.804  0.245
21 H -1.635 -12.326 -17.123  -0.003
22 H 3.602 -12.915 -18.747  0.001
23 H 2.498 -11.471 -20.408  0.001
24 S -0.877 -8.845 -18.416  0.012
25 P -0.088 -9.934 -12.935  0.170
26 H 0.526 -5.957 -13.711  0.001
27 H -0.425 -12.661 -15.857  -0.002
28 H -3.012 -12.304 -13.496  0.007
29 H -3.485 -10.180 -17.032  -0.001
30 H -1.145 -9.478 -21.253  0.002
31 C 1.621 -10.461 -12.600  0.007
32 H -4.217 -9.822 -15.483  -0.001
33 H 1.937 -11.135 -13.418  0.000
34 C -2.623 -4.685 -13.788  -0.001
35 H 3.149 -12.391 -16.364  0.000
36 H 2.313 -9.617 -12.482  0.006
37 H 1.806 -5.318 -23.011  -0.012
38 C 0.870 -7.223 -19.644  -0.049
39 C -0.471 -8.633 -21.088  -0.040
40 H -0.286 -8.328 -23.184  -0.006
41 H 1.219 -6.909 -18.660  -0.002
42 C -1.070 -11.489 -12.775  -0.010
43 C -0.015 -7.955 -22.182  0.151
44 H -4.255 -5.696 -14.740  0.000
45 C -0.546 -5.872 -13.950  -0.014
46 H 1.638 -11.017 -11.668  0.009
47 C 1.294 -6.523 -20.738  0.159
48 N 1.383 -10.415 -19.039  0.047
49 C 1.129 -10.238 -17.742  -0.011
50 C 2.910 -12.148 -18.428  0.008
51 H -1.170 -11.782 -11.729  0.002
52 C 2.272 -11.356 -19.365  0.000
53 H 0.742 -6.296 -24.002  -0.011
54 Br -0.424 -3.465 -12.382  0.000
55 P -2.079 -10.922 -15.245  0.289
56 C -2.412 -6.742 -14.979  0.005
57 C 2.631 -11.839 -17.118  -0.002
58 H -4.284 -11.476 -16.131  0.017
59 H -0.451 -12.236 -13.248  -0.003
60 O -1.705 -9.967 -18.800  0.006
61 H -3.058 -10.592 -13.095  0.001
62 N 1.763 -10.905 -16.749  0.018



(4)
# C3H6NO4S

A cluster of 2 separate species, C3H6NO4S in total at a distorted geometry (ωB97M-V/def2-TZVPD, the Open Molecules 2025 dataset).

Computed properties:
Charge ... -1
Spin multiplicity ... 3
<S²> ... 2.007
Energy relative to the best compared isomer or geometry (same formula, charge and spin) ... 0.0 kJ/mol
HOMO energy (alpha / beta) ... -1.936 / -5.220 eV
Frontier orbital gap (alpha / beta) ... 5.359 / 7.556 eV
Lowest unoccupied orbital energy (alpha / beta) ... 3.42 / 2.34 eV

Each line ends with the Mulliken spin population.
Element x y z (Å)
1 O 0.908 -2.257 0.527  0.062
2 O -0.580 2.049 -1.317  0.099
3 N 0.648 0.102 0.769  0.906
4 O 1.581 2.893 -0.412  0.084
5 C 0.460 -1.015 -0.072  -0.006
6 C -1.093 -0.781 -0.091  0.012
7 H -1.663 -1.684 -0.167  0.003
8 H 1.034 -0.938 -0.993  0.029
9 H -0.909 -0.501 2.144  0.057
10 H -1.354 1.039 1.229  0.015
11 S 0.860 1.879 -1.115  0.702
12 O 1.573 1.213 -2.219  0.101
13 C -0.789 0.081 1.173  -0.064
14 H 0.517 -2.093 1.463  -0.001
15 H -1.193 0.014 -0.919  0.001